(1)
Here is C44H32F3N2S4SbTi as an isolated structure from OMol25. Energies are from ωB97M-V/def2-TZVPD.

Structure (XYZ):
```
87
C44H32F3N2S4SbTi | OMol25 | ωB97M-V/def2-TZVPD
C -3.17 3.38 -2.07
C -1.61 -2.37 -0.86
C -1.20 -0.75 -2.68
H 1.30 2.02 6.78
C 0.17 3.80 -1.61
C -2.29 -6.05 1.70
F -1.69 6.86 4.12
H 1.59 1.11 -3.29
C -1.11 3.98 1.24
C 3.13 -4.88 -2.78
H -1.13 -7.46 2.82
C -0.99 4.69 3.55
C 1.77 5.59 -1.99
H -3.29 0.79 0.11
C 1.58 5.44 -3.35
C 3.26 1.08 4.19
H 3.40 0.20 -1.93
H 3.66 2.04 6.06
F -6.55 2.22 -2.60
H -1.86 5.46 -0.13
H 3.95 -8.06 -3.58
H 3.15 -8.45 -1.28
N 1.83 -3.13 -0.07
C -4.91 1.41 -1.14
C -2.35 -4.74 1.25
C -1.32 -3.85 1.52
C 0.71 4.51 -3.87
C -0.20 -4.24 2.27
H -2.16 -1.00 -3.10
H 3.12 -3.87 -3.18
H -3.09 -6.74 1.48
C 1.39 -0.35 -1.68
H 0.58 4.43 -4.94
H -5.60 0.66 -0.78
C 2.70 -0.43 -1.39
H -0.67 0.74 -4.19
C -3.61 1.50 -0.65
C 2.68 -5.11 -1.48
S -1.46 -2.18 0.94
C 3.59 -7.23 -2.99
H -0.66 2.95 -3.40
C -0.79 -1.30 -1.52
C 1.06 4.76 -1.13
S 2.66 -0.09 1.77
S 1.11 -3.16 2.70
H -2.52 4.16 -2.43
C 3.59 -5.95 -3.53
H 3.12 -1.08 -0.64
C 0.90 0.42 -2.82
H -3.22 -4.40 0.69
C -1.50 5.91 3.18
C 0.02 3.69 -2.99
C 1.57 1.61 5.82
H -2.21 7.19 1.62
C 2.21 -4.01 -0.70
H -0.75 4.50 4.59
C 3.14 -7.45 -1.70
H 1.21 4.88 -0.06
H -0.41 2.75 2.86
H 2.47 6.33 -1.62
C 0.94 0.53 3.76
N 0.40 -0.99 -0.90
C -1.19 -6.45 2.45
F 2.26 6.24 -4.20
C -0.33 0.21 -3.31
C -1.82 6.21 1.86
C -4.46 3.30 -2.58
C -2.73 2.48 -1.10
C -0.17 -5.56 2.73
H -4.82 3.99 -3.33
H 2.33 -6.55 0.08
H 3.94 -5.78 -4.54
C 0.60 1.07 5.00
C 2.68 -6.39 -0.93
C 2.90 1.61 5.41
C -5.30 2.31 -2.11
C 2.28 0.53 3.37
H 4.29 1.08 3.86
H 0.68 -5.88 3.32
H -1.24 -3.36 -1.12
H -0.44 1.05 5.31
H -2.66 -2.28 -1.14
S -0.26 -0.14 2.68
C -0.80 3.72 2.57
C -1.62 5.23 0.90
Ti 0.95 -1.38 1.06
Sb -0.76 2.45 -0.22
```

Results
E_HOMO: -6.989 eV
E_tot: -130275.119 eV
Energy relative to the best compared isomer or geometry (same formula, charge and spin): 0.00 kcal per mole
Kohn-Sham gap: 6.1 eV

***

(2)
Here is C57H61MoN9S5 as an isolated structure from OMol25. Energies are from ωB97M-V/def2-TZVPD.

Structure (XYZ):
```
133
C57H61MoN9S5 | OMol25 | ωB97M-V/def2-TZVPD
C -3.58 -1.03 -2.84
C -6.31 -1.50 1.38
C -4.16 -0.69 2.98
H -3.74 -0.04 -2.43
S -2.96 0.63 0.89
N -1.89 0.87 1.98
C 6.37 0.44 1.05
C -3.78 2.17 0.51
H 6.05 3.31 2.05
C -0.49 5.55 0.06
C 2.79 2.35 -3.80
C -5.18 -1.46 3.52
N 1.60 0.39 -2.77
H -7.04 -2.45 3.15
C -2.44 -4.38 2.50
H 5.41 1.98 3.02
S -0.32 1.25 1.60
C 4.02 1.09 1.06
C -4.85 3.68 -0.99
C 3.05 -3.22 -2.56
H 7.02 0.34 1.92
H 2.78 -0.86 -3.99
C 0.34 1.13 -2.94
H -4.58 -3.08 -5.34
H -1.41 4.68 -1.67
H -5.15 -1.75 4.56
C -5.30 -0.73 0.83
C -3.12 -3.58 -3.84
N -0.29 -1.26 -1.13
H -2.55 -5.14 3.26
H 2.20 1.53 0.66
C 0.08 5.31 1.31
H 1.85 -0.08 2.83
H 6.66 -0.31 0.31
C 0.29 1.31 3.28
C 0.02 -5.86 -1.71
C 3.59 3.47 0.62
C 4.69 -1.15 1.83
H -0.30 -6.90 0.14
H -1.24 2.65 3.95
C -6.25 -1.86 2.72
C -2.43 -3.15 -2.72
H 0.51 -4.63 -3.38
H -4.67 4.98 2.14
H -3.32 -0.36 3.57
C -0.35 2.10 4.22
H -2.95 -4.58 -4.23
C 2.78 1.24 -2.96
H 2.83 -4.12 -3.14
H 5.43 -1.44 2.58
H 1.26 -0.37 -4.73
C -4.23 2.46 -0.77
H 2.81 3.90 1.25
H 3.59 -3.52 -1.66
C -3.94 3.05 1.57
C -1.36 -2.40 1.68
C -3.06 -3.50 0.35
H -0.30 2.79 6.25
Mo 1.66 -0.70 -0.66
H -3.95 -5.23 1.23
H -5.32 -0.44 -0.21
C -1.52 -3.35 2.67
N 4.30 2.40 1.30
C 0.06 -6.00 -0.33
H -0.49 0.49 -2.65
H -5.21 3.93 -1.98
H -4.09 1.75 -1.57
C -0.92 3.20 -0.20
H -1.27 2.36 -0.78
H 6.11 2.98 -3.86
C -4.26 -1.46 -3.97
H 0.05 -1.94 -3.21
H 1.87 2.72 -4.25
S -1.71 -1.35 -0.80
H 3.98 3.82 -4.79
S 3.99 -0.69 -1.47
C 1.08 -3.81 -0.14
H -7.14 -1.81 0.77
N -2.50 0.07 -0.49
N 0.37 0.41 0.63
H -3.68 -3.54 -0.54
C -2.12 -2.50 0.52
H -0.64 -1.60 1.78
H 6.50 1.42 0.61
H 3.15 3.11 -0.31
H 0.49 6.13 1.89
N 1.76 -2.57 -2.17
C -3.22 -4.44 1.35
H 3.68 -2.56 -3.14
H -0.35 -6.66 -2.33
C 3.98 0.77 -2.43
H 0.35 2.01 -2.30
C 0.52 -4.71 -2.30
H 1.73 1.50 6.82
C -5.01 4.58 0.05
H 1.26 -2.72 -4.24
C 5.18 2.51 -3.60
C 1.11 -2.04 -3.40
H 0.19 1.44 -3.98
H -0.92 -3.30 3.56
H 4.59 3.54 3.01
C 1.31 1.43 5.82
H 2.80 0.04 5.13
C -0.38 2.98 1.07
N 4.98 0.21 1.42
S 1.76 -2.57 0.89
C -4.55 4.27 1.33
C 0.18 2.16 5.50
H 6.10 1.01 -2.35
C 1.04 -3.68 -1.53
H -3.58 2.79 2.55
H -5.50 5.53 -0.12
C 1.72 -0.70 -3.79
C 3.98 2.98 -4.11
C -4.04 -2.74 -4.46
C -0.98 4.50 -0.69
H 0.58 3.84 2.79
C 5.17 1.41 -2.75
C -4.24 -0.34 1.64
C 0.59 -4.98 0.44
H 3.70 -1.21 2.27
C 1.92 0.62 4.87
C -2.67 -1.88 -2.23
C 0.14 4.02 1.82
C 1.41 0.55 3.59
H 4.30 4.26 0.37
H 0.66 -5.08 1.52
H -0.53 6.56 -0.32
H -4.96 -0.80 -4.45
C 5.14 2.83 2.40
H -1.72 -3.80 -2.23
N 2.84 0.76 0.56
H 4.75 -1.86 1.00
```

Results
Multiplicity: 3
E_HOMO (spin up / spin down): -11.360 / -11.557 eV
E_tot: -129524.849 eV
Expectation value of S²: 2.022
Kohn-Sham gap (spin up / spin down): 6.9 / 7.1 eV
Charge: +2

***

(3)
Here is one molecule with the formula C2H3N3O from OMol25. Energies are from ωB97M-V/def2-TZVPD.

Structure (XYZ):
```
9
C2H3N3O | OMol25 | ωB97M-V/def2-TZVPD
H -0.96 0.32 -2.11
N 0.27 -0.08 0.62
H 0.18 -1.51 -0.97
C -0.08 -0.62 -0.50
H 0.80 -0.37 2.44
O 1.07 -0.82 1.57
C -0.59 0.36 -1.21
N -0.68 1.45 -0.47
N -0.01 1.28 0.64
```

Results
E_HOMO: -10.030 eV
Structure (SMILES): On1ccnn1
E_tot: -8636.538 eV
Energy relative to the best compared isomer or geometry (same formula, charge and spin): 91.23 kcal per mole
Kohn-Sham gap: 10.7 eV